The following is a DFT calculation (ωB97M-V/def2-TZVPD) of C21H22ClF3N2O3S in the gas phase in a non-equilibrium geometry.

Properties
Frontier orbital gap = 9.56 eV
E = -2306.699234 a.u.
SMILES string = C[C@@H]1C[C@@H](C)CN(C(=O)c2cccc(S(=O)(=O)Nc3cc(C(F)(F)F)ccc3Cl)c2)C1

Last column: Löwdin charge in e.
Geometry (Å):
1 C 1.576 -1.382 -5.485  -0.07
2 H 0.988 -2.194 -5.908  0.08
3 H 1.344 -0.471 -6.031  0.08
4 H 2.629 -1.609 -5.627  0.08
5 C 1.260 -1.215 -4.003  -0.36
6 C 2.100 -0.084 -3.407  -0.10
7 N 1.773 0.124 -2.011  -0.03
8 C 2.755 0.113 -1.092  -0.42
9 O 3.924 -0.101 -1.365  0.08
10 C 2.370 0.398 0.335  -0.12
11 C 1.636 -0.510 1.089  -0.01
12 C 1.379 -0.239 2.417  -0.28
13 C 1.856 0.901 3.035  -0.05
14 C 2.607 1.796 2.290  -0.04
15 C 2.862 1.545 0.951  0.01
16 H 3.453 2.239 0.371  0.13
17 H 2.995 2.689 2.753  0.11
18 H 1.641 1.073 4.077  0.12
19 S 0.385 -1.410 3.324  0.68
20 O -0.419 -2.152 2.401  -0.27
21 O 1.163 -2.108 4.297  -0.27
22 N -0.613 -0.396 4.252  -0.06
23 C -1.721 0.249 3.767  -0.30
24 C -1.841 0.537 2.410  0.05
25 C -2.948 1.227 1.937  -0.11
26 C -3.959 1.642 2.790  -0.01
27 C -3.851 1.360 4.141  -0.08
28 C -2.751 0.676 4.621  -0.58
29 Cl -2.629 0.336 6.310  0.73
30 H -4.625 1.671 4.825  0.11
31 H -4.813 2.177 2.410  0.12
32 C -3.012 1.514 0.464  -0.58
33 F -4.003 2.347 0.126  0.15
34 F -3.184 0.403 -0.273  0.14
35 F -1.874 2.078 0.011  0.13
36 H -1.072 0.208 1.731  0.10
37 H -0.626 -0.622 5.237  0.08
38 H 1.256 -1.424 0.663  0.11
39 C 0.387 0.453 -1.775  -0.12
40 H 0.158 1.391 -2.298  0.14
41 C -0.542 -0.649 -2.308  -0.33
42 C -0.442 -1.925 -1.476  -0.05
43 H -0.804 -1.758 -0.464  0.07
44 H 0.584 -2.281 -1.427  0.08
45 H -1.052 -2.708 -1.921  0.09
46 C -0.222 -0.901 -3.786  -0.14
47 H -0.480 -0.009 -4.363  0.12
48 H -0.833 -1.724 -4.158  0.12
49 H -1.569 -0.278 -2.235  0.13
50 H 0.218 0.614 -0.711  0.11
51 H 1.907 0.845 -3.959  0.14
52 H 3.165 -0.314 -3.465  0.13
53 H 1.511 -2.145 -3.486  0.14



The following is a DFT calculation (ωB97M-V/def2-TZVPD) of C21H22F2N2O5S in the gas phase.

Properties
Frontier orbital gap = 9.11 eV
E = -1897.089546 a.u.
Relative energy (zero: lowest compared OMol25 entry of this formula, charge and spin) = 0.424 eV
SMILES string = CCOC(=O)C1CCN(C(=O)c2ccc(NS(=O)(=O)c3ccc(F)c(F)c3)cc2)CC1

Last column: Löwdin charge in e.
Geometry (Å):
1 C -5.449 -3.053 1.256  -0.05
2 C -5.942 -1.728 1.814  -0.19
3 H -6.941 -1.828 2.248  0.12
4 H -5.251 -1.340 2.569  0.12
5 O -6.057 -0.765 0.760  0.00
6 C -5.251 0.287 0.775  -0.46
7 O -4.470 0.540 1.658  0.10
8 C -5.482 1.190 -0.435  -0.20
9 C -4.249 2.071 -0.682  -0.10
10 H -3.768 2.264 0.278  0.11
11 H -4.542 3.025 -1.119  0.12
12 C -3.270 1.348 -1.625  -0.12
13 N -3.413 -0.080 -1.480  -0.04
14 C -2.623 -0.858 -0.709  -0.42
15 O -2.876 -2.029 -0.483  0.07
16 C -1.374 -0.211 -0.190  -0.15
17 C -0.215 -0.230 -0.957  0.00
18 C 0.962 0.303 -0.466  -0.01
19 C 0.991 0.871 0.802  -0.28
20 C -0.168 0.884 1.574  0.00
21 C -1.340 0.339 1.085  0.00
22 H -2.235 0.353 1.686  0.10
23 H -0.146 1.320 2.562  0.11
24 N 2.181 1.389 1.310  -0.06
25 S 3.410 2.002 0.361  0.66
26 O 2.904 2.623 -0.824  -0.27
27 O 4.222 2.764 1.259  -0.28
28 C 4.302 0.516 -0.102  -0.28
29 C 4.586 0.269 -1.431  -0.06
30 C 5.285 -0.875 -1.781  0.02
31 C 5.689 -1.752 -0.789  -0.20
32 C 5.403 -1.490 0.550  -0.19
33 C 4.706 -0.346 0.898  0.03
34 H 4.487 -0.132 1.931  0.13
35 F 5.800 -2.343 1.501  0.10
36 F 6.362 -2.859 -1.123  0.10
37 H 5.523 -1.100 -2.808  0.13
38 H 4.254 0.976 -2.174  0.12
39 H 2.122 1.832 2.214  0.12
40 H 1.856 0.294 -1.067  0.09
41 H -0.234 -0.670 -1.943  0.13
42 C -4.669 -0.599 -1.987  -0.12
43 C -5.814 0.378 -1.689  -0.12
44 H -6.741 -0.176 -1.550  0.12
45 H -5.953 1.071 -2.520  0.12
46 H -4.582 -0.769 -3.067  0.13
47 H -4.836 -1.562 -1.500  0.12
48 H -3.492 1.598 -2.667  0.13
49 H -2.242 1.642 -1.413  0.12
50 H -6.337 1.822 -0.171  0.16
51 H -4.479 -2.924 0.781  0.05
52 H -5.355 -3.773 2.064  0.08
53 H -6.153 -3.437 0.521  0.08



The following is a DFT calculation (ωB97M-V/def2-TZVPD) of C21H22FHfIN4O7S5 as an isolated structure.

Properties
Frontier orbital gap = 4.83 eV
E = -3995.913432 a.u.
Relative energy (zero: lowest compared OMol25 entry of this formula, charge and spin) = 0.000 eV

Last column: Löwdin charge in e.
Geometry (Å):
1 Hf -0.199 1.178 -3.692  1.19
2 C -2.898 1.965 2.787  -0.06
3 C -1.771 2.984 2.730  -0.19
4 N -0.857 2.737 1.616  -0.02
5 C -1.119 3.318 0.425  0.05
6 C -0.496 3.010 -0.739  -0.03
7 C -0.954 3.683 -1.999  -0.56
8 O -1.647 4.675 -1.930  0.09
9 O -0.526 3.125 -3.093  -0.26
10 C 0.523 2.017 -0.738  -0.29
11 O 1.039 1.529 -1.756  -0.18
12 C 0.913 1.493 0.572  -0.05
13 C 1.902 0.507 0.603  0.10
14 C 2.060 -0.222 1.737  -0.19
15 F 2.947 -1.248 1.777  0.07
16 C 1.253 -0.016 2.861  -0.18
17 C 0.322 0.996 2.853  0.07
18 C 0.139 1.773 1.697  -0.12
19 N 1.244 -0.953 3.951  -0.11
20 C 2.522 -1.278 4.577  -0.14
21 C 2.199 -1.805 5.983  -0.08
22 N 0.786 -2.329 5.958  0.04
23 C 0.545 -3.154 4.725  -0.07
24 C 0.556 -2.186 3.534  -0.11
25 H -3.554 2.176 3.633  0.08
26 H -2.515 0.949 2.884  0.07
27 H -3.489 2.003 1.873  0.09
28 H -1.194 3.011 3.655  0.11
29 H -2.172 3.986 2.587  0.12
30 H -1.909 4.059 0.410  0.15
31 H 2.437 0.274 -0.309  0.16
32 H -0.297 1.118 3.730  0.11
33 H 3.122 -0.375 4.661  0.14
34 H 3.099 -2.012 4.009  0.13
35 H 2.230 -1.028 6.744  0.13
36 H 2.844 -2.629 6.281  0.13
37 H 0.174 -1.512 5.893  0.18
38 H 0.570 -2.843 6.809  0.18
39 H -0.407 -3.667 4.838  0.14
40 H 1.343 -3.892 4.685  0.14
41 H -0.458 -1.926 3.232  0.14
42 H 1.048 -2.661 2.680  0.14
43 S -2.351 2.101 -4.932  0.04
44 S -2.833 0.928 -6.519  -0.07
45 S -1.451 1.519 -7.959  0.08
46 S 0.310 1.342 -6.883  0.35
47 O -1.953 -1.805 -2.015  -0.31
48 S -1.052 -0.719 -1.718  0.34
49 O -0.677 -0.631 -0.319  -0.30
50 O -1.624 0.631 -2.193  -0.46
51 O 0.162 -0.746 -2.635  -0.48
52 I 2.572 1.125 -4.486  0.19
53 C 0.163 -0.392 -6.502  -0.76
54 C 0.584 -1.348 -7.401  -0.08
55 C 0.315 -2.670 -7.096  -0.04
56 C -0.363 -2.959 -5.911  -0.03
57 C -0.679 -1.932 -5.037  -0.09
58 N -0.388 -0.652 -5.311  -0.10
59 H 1.072 -1.049 -8.316  0.11
60 H 0.619 -3.462 -7.768  0.11
61 H -0.624 -3.974 -5.645  0.11
62 H -1.157 -2.133 -4.089  0.09



Among the records above, which one has the highest E?
C21H22F2N2O5S



E of number 3 (C21H22FHfIN4O7S5)?
-3995.913432 a.u.